(1)
Computed, not measured: 2 unconnected molecules or ions with the total composition C5H14N2S at a distorted geometry, with ωB97M-V with the def2-TZVPD basis set.

* HOMO energy: -8.07 eV
* structure (SMILES): [H]/N=C\NC.CCCS
* E_LUMO: 0.71 eV

Geometry as XYZ:
```
22
C5H14N2S, DFT ωB97M-V with the def2-TZVPD basis set
C -1.2535 -2.6799 2.0987
N 0.0723 -2.0548 2.0265
C 0.1455 -0.7586 2.4598
N 0.8734 0.1796 1.9308
H -1.5767 -2.7141 3.1387
H -1.1799 -3.6965 1.7117
H -1.9808 -2.1465 1.4861
H 0.5102 -2.1714 1.1248
H -0.7165 -0.4993 3.0808
H 1.7866 -0.2947 1.9079
H 0.9322 1.2576 0.7330
C -1.2030 0.8740 -3.0646
C 0.2057 0.3723 -2.7693
C 0.4694 0.2311 -1.2763
S 0.5062 1.8916 -0.4689
H -1.9611 0.1590 -2.7394
H -1.3416 1.0514 -4.1264
H -1.3872 1.8181 -2.5530
H 0.3602 -0.5923 -3.2610
H 0.9266 1.0812 -3.1682
H 1.4168 -0.2495 -1.0612
H -0.3273 -0.3272 -0.7810
```



(2)
Computed, not measured: 2 unconnected molecules or ions with the total composition C5H14N2S at a distorted geometry, with ωB97M-V with the def2-TZVPD basis set.

* HOMO energy: -8.30 eV
* E_LUMO: -3.08 eV

Geometry as XYZ:
```
22
C5H14N2S, DFT ωB97M-V with the def2-TZVPD basis set
N -2.6328 1.1545 0.0807
C -1.6238 0.1675 0.3670
C -1.3039 -0.0087 1.8420
S -0.9342 -3.0240 2.2294
C -0.4226 0.4099 -0.6250
N 0.8448 0.1386 0.0291
C 2.1009 0.4580 -0.6010
C 2.6826 -0.5805 -1.6650
H -3.3812 1.2747 0.7394
H -1.3097 -1.1093 2.0275
H -2.8523 1.2947 -0.8868
H -2.0217 -0.8108 0.0627
H -2.0219 0.4115 2.5455
H -0.2741 0.1431 2.1662
H -0.5117 -0.2272 -1.5240
H -0.4229 1.4436 -0.9280
H 0.8843 -0.6760 0.6170
H 2.1160 1.4444 -1.0661
H 2.8612 0.4823 0.1811
H 2.3979 -0.1571 -2.6278
H 2.0968 -1.4884 -1.5119
H 3.7283 -0.7408 -1.4521
```



(3)
Computed, not measured: a single C5H14N2S molecule at a distorted geometry, with ωB97M-V with the def2-TZVPD basis set.

* HOMO energy: -8.45 eV
* structure (SMILES): CNC[C@@H](CS)NC
* E_LUMO: 0.90 eV

Geometry as XYZ:
```
22
C5H14N2S, DFT ωB97M-V with the def2-TZVPD basis set
C 2.2557 1.0085 -0.8702
N 1.2741 0.2622 0.0183
C -0.1741 0.5758 -0.1430
C -0.5979 1.5902 0.8902
S -0.0881 3.4353 0.6055
C -1.0053 -0.6198 0.3286
N -0.6610 -1.7470 -0.3767
C -1.3553 -2.9567 -0.2597
H 1.7986 1.7098 -1.5205
H 2.9163 0.2285 -1.4871
H 3.0407 1.5658 -0.2593
H 1.4362 0.4698 1.0508
H -0.3439 0.9760 -1.1256
H -0.1069 1.3163 1.9132
H -1.7228 1.7018 1.0549
H 0.8462 3.2566 -0.3625
H -2.0969 -0.3183 0.1953
H -0.9139 -0.6554 1.4265
H 0.3559 -1.8310 -0.2524
H -0.8977 -3.7534 -0.9385
H -1.5959 -3.3270 0.8123
H -2.3640 -2.8881 -0.7003
```



(4)
Computed, not measured: 2 unconnected molecules or ions with the total composition C5H14N3 at a distorted geometry, with ωB97M-V with the def2-TZVPD basis set.

* charge: +1
* HOMO energy: -12.50 eV
* E_LUMO: -4.96 eV

Geometry as XYZ:
```
22
C5H14N3, DFT ωB97M-V with the def2-TZVPD basis set
C 1.0462 -1.4722 -2.5501
C 0.8870 -0.8072 -1.2169
C -0.9776 -1.4848 0.3082
N 0.1572 -1.6686 -0.2733
H 1.5295 -2.4739 -2.4431
H 0.0640 -1.6161 -3.0266
H 1.6647 -0.8385 -3.1901
H 1.8644 -0.6443 -0.7830
H 0.3539 0.1560 -1.3151
H -1.4113 -2.3396 0.8299
H -1.5597 -0.5950 0.1443
H 0.4688 -2.6372 -0.3193
C 0.9585 1.5929 1.7065
N -0.4456 1.1930 1.8303
C -1.3313 1.6571 0.9205
N -2.5931 1.7556 1.1910
H 1.5229 0.9896 2.4165
H 1.3607 1.4104 0.7024
H 1.1165 2.6620 1.9738
H -0.7994 1.0004 2.7070
H -0.8322 1.9927 0.0018
H -3.0440 2.1678 0.3854
```



(5)
Computed, not measured: 2 unconnected molecules or ions with the total composition C5H14N3, with ωB97M-V with the def2-TZVPD basis set.

* charge: +1
* HOMO energy: -13.45 eV
* E_LUMO: -3.18 eV

Geometry as XYZ:
```
22
C5H14N3, DFT ωB97M-V with the def2-TZVPD basis set
C -1.6904 -2.0894 -1.2522
N -0.3825 -1.8789 -0.6273
C -0.2050 -1.7799 0.6561
N 0.9692 -1.7135 1.2505
H -1.8915 -3.1505 -1.3742
H -1.6919 -1.6106 -2.2264
H -2.4577 -1.6196 -0.6440
H 0.4291 -1.8353 -1.2293
H -1.0850 -1.8023 1.2858
H 1.7987 -1.5025 0.7133
H 0.9986 -1.4461 2.2224
C 1.8617 2.2119 0.6306
C 0.8359 1.7026 -0.3707
C -1.4407 1.5110 0.0723
N -0.2868 1.0635 0.3162
H 2.6787 2.7003 0.1014
H 1.4182 2.9493 1.2987
H 2.2761 1.4017 1.2295
H 1.3054 0.9455 -1.0048
H 0.4925 2.5202 -1.0125
H -1.6313 2.3370 -0.6170
H -2.3014 1.0855 0.5814
```



(6)
Computed, not measured: a gas-phase ion, C5H14N3 (charge +2) at a distorted geometry, with ωB97M-V with the def2-TZVPD basis set.

* <S²>: 0.880
* charge: +2
* HOMO energy (alpha / beta): -19.19 / -19.32 eV
* 2S+1: 2
* E_LUMO (alpha / beta): -13.36 / -12.97 eV

Geometry as XYZ:
```
22
C5H14N3, DFT ωB97M-V with the def2-TZVPD basis set
C -2.5769 1.1697 0.4764
C -2.0431 0.7491 -0.8757
C -1.7105 -0.7435 -1.0311
C -0.4794 -1.0495 -0.2389
N 0.5888 -0.2899 -0.5693
C 1.7959 -0.4162 0.1985
N 1.6039 -0.1862 1.6403
N 2.7169 0.5985 -0.1571
H -2.6623 2.2463 0.4905
H -3.5403 0.7274 0.7054
H -1.8588 0.9429 1.2859
H -2.6959 1.0685 -1.6813
H -1.0848 1.2825 -1.1201
H -1.4889 -0.9338 -2.0809
H -2.5596 -1.3652 -0.7374
H -0.6644 -0.9554 0.8754
H -0.1589 -2.1269 -0.2734
H 2.2306 -1.4173 0.0384
H 2.4884 -0.1821 2.1682
H 1.1285 0.6982 1.8391
H 2.3649 1.4371 -0.6152
H 3.7171 0.4174 -0.2612
```



Short version: DFT total energy = -19225.90954; -19222.77939; -19225.57809; -9874.60109; -9875.68250; -9858.36154 eV, in the order given.
Short version: energy relative to the best compared isomer or geometry (same formula, charge and spin) = 1.387; 4.517; 1.719; 2.565; 1.484; 6.713 eV, in the order given.